C39H57BrClF2MoN2OSi4Te as an isolated structure. Source: the OMol25 dataset; level of theory: ωB97M-V/def2-TZVPD.

For the maximum force, the calculation gives 0.0097 Eh/bohr. As for the total energy: -175054.5619 eV. Its expectation value of S² is 2.379. Its net charge is +1. Its spin multiplicity is 3. The energy above the lowest of the compared OMol25 structures with the same formula, charge and spin comes out at 9.98 kcal per mole.

```
109
Properties=species:S:1:pos:R:3:forces:R:3
Mo 0.127 0.230 -0.120 -0.33 -0.23 0.29
C 6.184 0.122 5.368 0.01 0.00 0.00
C 4.664 0.048 5.519 0.01 0.01 0.00
C 4.195 1.276 6.312 0.00 0.00 0.00
C 4.317 -1.228 6.299 0.00 -0.01 0.00
C 3.955 0.019 4.167 0.03 0.00 -0.02
C 2.565 -0.038 4.122 -0.05 -0.01 0.02
C 1.936 -0.078 2.900 0.11 -0.01 0.03
Br 0.027 -0.170 2.873 -0.04 0.01 -0.19
C 2.611 -0.071 1.671 -0.07 0.13 0.09
O 1.918 -0.158 0.534 0.01 -0.21 -0.41
C 4.011 0.018 1.699 -0.02 0.03 -0.01
C 4.627 0.050 2.953 -0.02 0.00 0.00
C 4.926 0.105 0.467 0.02 -0.01 -0.01
C 5.863 -1.113 0.458 -0.01 0.00 0.00
C 5.760 1.394 0.566 0.00 0.00 0.00
C 4.207 0.146 -0.885 0.00 0.00 0.01
H 6.644 0.142 6.356 0.00 0.00 0.00
H 6.495 1.027 4.841 0.00 0.00 0.00
H 6.582 -0.744 4.837 0.00 0.00 0.00
H 4.698 1.311 7.280 0.00 0.00 0.00
H 3.120 1.252 6.496 0.00 0.00 0.00
H 4.426 2.196 5.772 0.00 0.00 0.00
H 4.814 -1.221 7.271 0.00 0.00 0.00
H 4.642 -2.116 5.755 0.00 0.00 0.00
H 3.244 -1.314 6.476 0.00 0.00 0.00
H 1.976 -0.056 5.029 -0.01 0.00 -0.01
H 5.705 0.105 2.971 0.00 0.00 0.00
H 6.473 -1.169 1.360 0.00 0.00 0.00
H 6.536 -1.057 -0.399 0.00 0.00 0.00
H 5.290 -2.040 0.381 0.00 0.00 0.00
H 6.381 1.422 1.460 0.00 0.00 0.00
H 5.109 2.272 0.577 0.00 0.00 0.00
H 6.421 1.471 -0.300 0.00 0.00 0.00
H 3.633 -0.760 -1.073 0.01 0.00 0.00
H 4.963 0.239 -1.669 0.01 0.01 0.00
H 3.536 1.004 -0.957 0.01 0.01 0.01
F 2.046 0.588 -5.171 0.01 0.00 -0.01
C 0.962 0.558 -4.389 -0.01 -0.01 0.02
C 1.123 0.407 -3.023 -0.01 0.01 -0.05
C -0.002 0.383 -2.209 0.20 -0.04 -0.03
C -1.286 0.497 -2.780 -0.03 0.00 0.01
C -1.380 0.649 -4.161 0.01 0.00 0.00
F -2.586 0.766 -4.747 -0.01 0.00 -0.01
C -0.278 0.684 -4.987 -0.01 0.00 0.00
C -2.421 0.442 -1.848 0.01 0.02 0.00
C -3.770 0.591 -2.164 -0.01 -0.02 0.02
C -4.717 0.505 -1.161 -0.01 0.00 -0.02
C -4.321 0.271 0.149 0.01 0.00 0.02
C -2.973 0.144 0.401 -0.04 0.00 -0.03
N -2.050 0.230 -0.564 0.20 0.01 0.02
H 2.125 0.326 -2.619 -0.02 0.00 0.00
H -0.383 0.802 -6.055 0.00 0.00 0.00
H -4.068 0.776 -3.182 0.00 0.00 0.00
H -5.765 0.622 -1.401 0.00 0.00 0.00
H -5.035 0.194 0.955 0.01 0.00 0.00
H -2.600 -0.024 1.403 -0.01 0.01 0.01
C 3.223 5.080 -1.359 -0.03 0.01 -0.02
Si 1.532 5.730 -1.847 -0.01 -0.01 0.02
C 1.597 7.578 -2.160 0.00 -0.02 -0.01
C 0.930 4.816 -3.370 0.02 0.01 0.02
Si 0.032 5.311 -0.069 0.01 0.09 -0.16
Te 0.197 2.790 0.109 0.04 0.04 0.40
Si -2.273 5.470 -0.579 0.01 -0.06 0.04
C -2.634 4.386 -2.069 -0.01 0.03 0.01
C -2.668 7.264 -0.944 -0.01 -0.02 -0.01
C -3.279 4.845 0.876 0.01 0.02 -0.04
Si 0.724 5.881 2.122 0.00 -0.06 -0.01
C -0.520 5.221 3.358 0.04 0.02 -0.02
C 2.395 5.091 2.439 -0.03 0.02 0.01
C 0.841 7.749 2.219 0.00 -0.02 -0.01
H 3.905 5.154 -2.210 0.00 0.00 0.00
H 3.174 4.030 -1.061 -0.01 0.00 0.00
H 3.656 5.650 -0.535 0.00 0.00 0.01
H 2.288 7.797 -2.978 0.00 0.00 0.00
H 1.943 8.123 -1.280 0.00 0.00 0.00
H 0.619 7.974 -2.438 0.00 0.00 0.00
H 1.685 4.880 -4.157 0.00 0.00 0.00
H 0.005 5.243 -3.762 -0.01 0.01 0.00
H 0.757 3.758 -3.156 0.00 0.00 0.01
H -2.141 4.749 -2.972 0.01 0.00 0.00
H -3.711 4.370 -2.259 0.00 0.00 0.00
H -2.306 3.356 -1.899 0.00 0.01 0.01
H -2.092 7.639 -1.792 0.00 0.00 0.00
H -2.459 7.904 -0.085 0.00 0.00 0.00
H -3.728 7.372 -1.188 0.00 0.01 0.00
H -2.968 3.840 1.169 0.00 0.00 0.00
H -4.337 4.808 0.602 0.00 0.00 0.00
H -3.185 5.495 1.747 0.00 0.00 -0.01
H -0.679 4.149 3.220 -0.01 0.00 0.00
H -1.484 5.724 3.279 0.01 0.00 0.00
H -0.144 5.378 4.372 0.00 0.00 0.00
H 2.361 4.008 2.294 0.00 0.01 0.00
H 2.695 5.276 3.474 0.00 0.01 0.00
H 3.172 5.497 1.790 0.00 0.00 -0.01
H -0.124 8.223 2.028 0.00 0.00 0.00
H 1.560 8.145 1.499 0.00 0.00 0.00
H 1.168 8.053 3.216 0.00 0.00 0.00
Cl 1.507 -5.134 1.555 0.00 0.00 0.00
C 0.564 -4.202 0.459 -0.01 0.00 -0.02
C -0.250 -4.810 -0.482 0.01 -0.01 0.01
C -0.977 -3.999 -1.336 0.00 0.01 0.00
C -0.872 -2.627 -1.218 -0.01 0.00 -0.01
N -0.089 -2.046 -0.301 0.03 0.26 0.05
C 0.624 -2.822 0.522 0.00 -0.02 0.00
H -0.303 -5.888 -0.543 0.00 0.00 0.00
H -1.619 -4.424 -2.094 0.00 0.00 0.00
H -1.414 -1.966 -1.879 0.00 -0.03 0.00
H 1.265 -2.333 1.241 0.00 0.00 0.00
```
Positions in Å, forces in eV/Å.

C39H57CuO7SSe as an isolated structure in a non-equilibrium geometry. Source: the OMol25 dataset; level of theory: ωB97M-V/def2-TZVPD.

For the maximum force, the calculation gives 0.0273 Eh/bohr. As for the total energy: -176525.2322 eV. Its expectation value of S² is 0.753. Its net charge is -1. Its spin multiplicity is 2. The energy above the lowest of the compared OMol25 structures with the same formula, charge and spin comes out at 7.11 kcal per mole.

```
106
Properties=species:S:1:pos:R:3:forces:R:3
Cu 0.962 1.320 -0.955 0.02 -0.21 0.71
C -3.859 -4.252 1.287 -0.04 0.11 -0.17
C -4.068 -3.347 0.063 -0.12 -0.08 0.00
C -4.495 -4.194 -1.145 -0.02 0.07 0.19
C -5.201 -2.378 0.417 0.20 -0.16 -0.10
C -2.775 -2.620 -0.280 -0.19 0.13 0.04
C -2.697 -1.252 -0.446 0.02 -0.11 0.02
C -1.491 -0.628 -0.728 -0.01 0.33 -0.17
Se -1.581 1.296 -0.890 0.15 -0.24 0.88
C -1.403 1.690 1.004 -0.15 -0.10 -0.61
C -2.569 1.777 1.739 0.19 0.10 0.05
C -2.541 2.065 3.092 -0.07 0.01 0.04
C -1.286 2.322 3.642 -0.24 0.00 0.01
C -0.103 2.252 2.930 0.33 -0.02 -0.11
C -0.117 1.845 1.561 -0.92 0.12 0.54
O 0.978 1.655 0.893 0.52 -0.22 -0.24
C 1.226 2.651 3.564 0.13 0.05 0.05
C 1.094 3.106 5.022 0.01 -0.10 -0.31
C 2.194 1.463 3.514 -0.03 0.04 -0.07
C 1.786 3.832 2.757 -0.01 -0.10 -0.02
C -3.841 2.051 3.887 -0.14 -0.03 0.07
C -3.658 2.450 5.355 0.00 -0.07 -0.29
C -4.858 3.007 3.246 0.13 -0.11 0.13
C -4.404 0.621 3.850 0.04 0.17 0.05
C -0.266 -1.328 -0.849 -0.42 0.03 0.14
O 0.882 -0.757 -0.989 0.23 0.67 0.02
C -0.385 -2.754 -0.790 0.15 -0.14 -0.08
C -1.598 -3.338 -0.493 -0.03 0.14 0.00
C 0.854 -3.602 -1.047 0.19 -0.11 -0.06
C 1.483 -3.184 -2.382 0.04 0.07 0.12
C 0.540 -5.099 -1.149 0.04 0.28 0.07
C 1.861 -3.378 0.088 -0.07 0.00 -0.06
H -4.795 -4.742 1.559 -0.06 -0.06 0.02
H -3.523 -3.652 2.130 0.05 0.01 0.12
H -3.116 -5.022 1.097 0.10 -0.09 0.00
H -5.438 -4.704 -0.946 -0.11 -0.09 0.01
H -3.741 -4.942 -1.377 0.08 -0.10 -0.05
H -4.618 -3.559 -2.020 -0.03 0.05 -0.09
H -6.091 -2.938 0.705 -0.06 -0.05 0.00
H -5.461 -1.741 -0.425 -0.05 0.12 -0.09
H -4.905 -1.753 1.255 -0.03 0.16 0.11
H -3.568 -0.622 -0.350 -0.12 -0.01 0.04
H -3.499 1.609 1.216 -0.14 -0.03 0.01
H -1.238 2.599 4.682 0.03 0.04 0.15
H 0.698 2.316 5.655 -0.06 -0.10 0.13
H 0.449 3.978 5.099 -0.11 0.11 0.08
H 2.078 3.383 5.401 0.08 0.01 0.01
H 1.793 0.635 4.097 0.01 -0.10 0.10
H 3.170 1.739 3.915 0.09 0.04 0.08
H 2.308 1.129 2.486 0.09 -0.07 0.03
H 1.148 4.707 2.880 -0.07 0.09 0.02
H 1.817 3.582 1.700 0.07 0.07 -0.06
H 2.789 4.092 3.095 0.16 0.03 0.07
H -3.280 3.467 5.445 0.09 0.11 0.04
H -2.974 1.770 5.859 0.10 -0.02 0.09
H -4.619 2.401 5.869 -0.07 0.00 0.03
H -4.469 4.022 3.226 0.04 0.13 0.00
H -5.791 3.003 3.810 -0.13 -0.01 0.05
H -5.078 2.712 2.224 -0.06 -0.01 -0.12
H -3.691 -0.069 4.295 0.07 -0.12 0.04
H -4.579 0.309 2.825 -0.04 -0.10 -0.12
H -5.343 0.554 4.400 -0.12 0.01 0.05
H -1.650 -4.411 -0.421 0.04 -0.21 0.00
H 0.779 -3.341 -3.197 -0.10 -0.06 -0.14
H 2.383 -3.765 -2.583 0.12 -0.14 -0.03
H 1.746 -2.132 -2.359 0.03 0.02 -0.08
H -0.208 -5.279 -1.919 -0.10 -0.10 -0.07
H 0.182 -5.502 -0.204 -0.08 -0.09 0.11
H 1.444 -5.639 -1.423 0.11 -0.05 0.00
H 2.060 -2.317 0.195 0.05 0.09 0.05
H 2.798 -3.894 -0.124 0.13 -0.11 -0.01
H 1.461 -3.752 1.031 -0.02 -0.05 0.08
C 3.875 0.210 -0.639 0.10 -0.37 0.07
O 3.321 1.372 -1.204 -0.48 0.25 -0.03
C 3.777 2.565 -0.600 -0.01 0.61 0.00
C 3.048 3.730 -1.255 0.46 0.01 0.03
O 1.706 3.714 -0.810 0.03 -0.43 -0.06
C 0.842 4.504 -1.598 -0.17 0.17 -0.16
H 4.953 0.163 -0.840 -0.03 0.00 -0.01
H 3.362 -0.629 -1.105 0.09 -0.05 0.06
H 3.707 0.177 0.443 -0.03 0.01 -0.01
H 4.865 2.672 -0.752 -0.19 -0.03 0.04
H 3.554 2.555 0.476 0.09 -0.08 -0.07
H 3.083 3.611 -2.345 0.06 0.12 0.28
H 3.523 4.684 -0.963 -0.04 -0.20 -0.02
H 1.172 5.552 -1.588 -0.09 -0.03 0.01
H -0.146 4.418 -1.145 0.04 0.10 -0.03
H 0.802 4.142 -2.630 0.04 0.14 0.15
C 4.842 -2.798 -5.892 -0.05 0.11 0.00
C 3.978 -1.739 -5.269 0.08 -0.10 -0.02
C 2.594 -1.845 -5.309 -0.07 0.10 0.01
C 1.794 -0.809 -4.858 0.00 -0.18 -0.07
C 2.387 0.329 -4.356 -0.29 0.45 0.13
C 3.756 0.434 -4.261 0.16 0.03 0.05
C 4.553 -0.603 -4.712 -0.03 -0.01 -0.01
S 1.368 1.758 -4.049 0.03 0.43 -1.34
O 0.428 1.790 -5.149 0.01 -0.19 0.33
O 2.275 2.898 -4.027 -0.14 -0.44 0.23
O 0.642 1.546 -2.771 0.33 0.06 -1.08
H 4.339 -3.760 -5.907 -0.01 -0.13 0.02
H 5.786 -2.895 -5.360 0.10 -0.07 0.02
H 5.065 -2.521 -6.924 0.07 -0.06 -0.04
H 2.144 -2.738 -5.721 -0.07 -0.08 -0.03
H 0.719 -0.843 -4.918 -0.17 -0.14 -0.06
H 4.164 1.350 -3.868 0.20 0.12 0.05
H 5.631 -0.517 -4.668 0.08 0.01 0.01
```
Positions in Å, forces in eV/Å.